Computed, not measured: the molecule C22H30N4O3, with ωB97M-V/def2-TZVPD.

Positions of all 59 atoms, in Å:
C1 2.261 1.459 1.325
H1 3.086 1.183 1.979
H2 2.596 1.428 0.290
H3 1.950 2.474 1.552
C2 1.087 0.494 1.536
N1 1.527 -0.834 1.110
C3 1.538 -1.135 -0.209
C4 1.952 -2.349 -0.658
C5 2.374 -3.316 0.280
C6 2.397 -3.005 1.602
C7 2.021 -1.709 2.063
N2 2.212 -1.387 3.305
C8 1.797 -0.211 3.829
O1 2.210 0.247 4.869
C9 0.691 0.496 3.017
H4 0.585 1.522 3.368
H5 -0.252 -0.024 3.196
H6 2.733 -3.696 2.357
H7 2.682 -4.293 -0.061
H8 1.944 -2.564 -1.713
H9 1.171 -0.376 -0.883
C10 -0.107 0.979 0.695
O2 -0.077 2.090 0.188
N3 -1.207 0.207 0.546
C11 -1.470 -1.128 1.052
H10 -0.647 -1.413 1.702
C12 -1.615 -2.180 -0.070
H11 -1.780 -1.686 -1.027
C13 -2.818 -3.033 0.328
H12 -3.289 -3.507 -0.532
C14 -3.749 -2.058 1.044
H13 -4.474 -2.566 1.677
H14 -4.301 -1.463 0.315
C15 -2.793 -1.182 1.855
H15 -3.192 -0.185 2.036
H16 -2.606 -1.647 2.824
H17 -2.505 -3.815 1.021
H18 -0.711 -2.779 -0.168
C16 -2.198 0.811 -0.333
H19 -3.018 0.113 -0.486
H20 -2.575 1.735 0.114
C17 -1.517 1.096 -1.685
O3 -0.785 0.261 -2.179
N4 -1.855 2.269 -2.245
H21 -2.336 2.929 -1.655
C18 -1.191 2.843 -3.409
H22 -1.682 3.805 -3.581
C19 0.325 3.048 -3.186
H23 0.587 2.858 -2.146
C20 1.008 2.081 -4.152
C21 0.050 2.040 -5.338
H24 0.235 1.199 -6.003
C22 -1.315 1.952 -4.660
H25 -2.132 2.269 -5.306
H26 -1.496 0.926 -4.346
H27 0.127 2.964 -5.915
H28 2.011 2.406 -4.426
H29 1.064 1.091 -3.701
H30 0.597 4.076 -3.425

Summary:
SMILES	C[C@]1(C(=O)N(CC(=O)NC2CCCC2)C2CCCC2)CC(=O)N=C2C=CC=CN21
energy above the lowest of the compared OMol25 structures with the same formula, charge and spin	0.4341	eV
HOMO level	-0.3022	Eh
Kohn-Sham gap	8.500	eV



Computed, not measured: C34H32BiN5O6SSe4 as an isolated structure at a distorted geometry, with ωB97M-V/def2-TZVPD.

Positions of all 83 atoms, in Å:
Bi1 0.006 -0.672 0.056
O1 -2.329 3.321 -2.023
C1 -1.384 3.581 -2.932
C2 -1.422 4.809 -3.598
C3 -0.498 5.105 -4.580
C4 0.485 4.179 -4.914
C5 0.539 2.968 -4.247
C6 -0.371 2.654 -3.242
C7 -0.317 1.349 -2.519
O2 -1.181 1.102 -1.607
N1 0.587 0.501 -2.955
N2 0.476 -0.718 -2.339
C8 0.662 -1.772 -3.033
C9 0.215 -3.079 -2.608
C10 0.705 -4.228 -3.230
C11 0.196 -5.480 -2.949
C12 -0.900 -5.589 -2.094
C13 -1.439 -4.468 -1.502
C14 -0.858 -3.190 -1.674
O3 -1.324 -2.184 -0.993
H1 -2.100 2.398 -1.678
H2 -2.200 5.510 -3.323
H3 -0.550 6.058 -5.095
H4 1.199 4.405 -5.696
H5 1.301 2.236 -4.476
H6 1.039 -1.681 -4.057
H7 1.533 -4.127 -3.924
H8 0.638 -6.366 -3.390
H9 -1.316 -6.565 -1.870
H10 -2.286 -4.537 -0.831
Se1 -0.899 3.550 1.207
Se2 -2.896 4.298 2.206
C15 -3.983 2.972 1.303
C16 -5.147 3.331 0.633
C17 -5.735 2.374 -0.179
C18 -5.180 1.108 -0.247
C19 -4.065 0.827 0.534
N3 -3.474 1.754 1.278
C20 -0.003 2.838 2.755
C21 1.040 3.570 3.317
C22 1.816 2.965 4.285
C23 1.495 1.675 4.686
C24 0.406 1.056 4.097
N4 -0.322 1.621 3.141
H11 -5.532 4.338 0.723
H12 -6.605 2.628 -0.775
H13 -5.596 0.347 -0.893
H14 -3.624 -0.162 0.548
H15 1.233 4.569 2.953
H16 2.672 3.481 4.703
H17 2.093 1.158 5.426
H18 0.090 0.059 4.387
O4 1.176 2.647 0.425
N5 2.206 2.476 -0.362
C25 2.448 3.340 -1.362
C26 3.532 3.192 -2.194
C27 4.408 2.128 -1.978
C28 4.181 1.271 -0.926
C29 3.064 1.425 -0.089
S1 2.723 0.459 1.253
H19 1.727 4.138 -1.452
H20 3.681 3.897 -2.998
H21 5.262 1.978 -2.626
H22 4.837 0.442 -0.706
O5 1.668 -3.056 4.657
C30 1.712 -3.011 3.222
C31 0.652 -3.933 2.616
C32 0.823 -5.360 3.186
O6 0.432 -5.520 4.539
C33 -0.744 -3.439 2.998
Se3 -1.560 -1.889 1.995
C34 0.841 -4.051 1.096
Se4 1.857 -2.605 0.178
H23 2.031 -2.229 4.979
H24 2.703 -3.319 2.870
H25 1.532 -1.992 2.874
H26 1.877 -5.656 3.065
H27 0.207 -6.050 2.602
H28 0.761 -4.738 5.003
H29 -0.748 -3.113 4.035
H30 -1.466 -4.248 2.889
H31 -0.124 -4.110 0.601
H32 1.414 -4.946 0.844

Summary:
energy above the lowest of the compared OMol25 structures with the same formula, charge and spin	2.0838	eV
net charge	-2
HOMO level	-0.0665	Eh
Kohn-Sham gap	5.892	eV



Computed, not measured: a 7-piece molecular cluster, C4H20O8S overall at a distorted geometry, with ωB97M-V/def2-TZVPD.

Positions of all 33 atoms, in Å:
O1 -0.173 -0.854 2.197
C1 0.672 -0.010 2.014
O2 1.869 -0.095 2.578
C2 0.653 1.230 1.151
C3 1.443 0.903 -0.165
C4 0.947 1.810 -1.273
S1 1.827 1.672 -2.810
H1 1.980 -0.775 3.260
H2 -0.344 1.538 0.852
H3 1.156 2.107 1.546
H4 1.237 -0.109 -0.555
H5 2.509 0.929 0.120
H6 -0.078 1.585 -1.536
H7 1.071 2.871 -0.886
H8 3.145 1.493 -2.508
H9 -2.332 1.426 -0.663
H10 -2.813 0.210 -1.487
O3 -3.111 0.879 -0.853
H11 0.454 -2.992 2.098
H12 1.790 -3.710 2.336
O4 1.255 -2.967 2.626
H13 -0.817 3.673 -1.005
H14 -2.061 3.267 -1.653
O5 -1.580 3.112 -0.828
H15 -0.723 -1.256 -1.266
H16 -0.787 -1.903 -2.712
O6 -0.941 -1.116 -2.192
H17 -2.687 -0.596 0.417
H18 -1.463 -1.307 1.059
O7 -2.097 -1.356 0.308
H19 -1.416 -2.912 0.620
H20 -1.394 -4.289 -0.057
O8 -1.070 -3.817 0.732

Summary:
SMILES	O=C(O)CCCS.O.O.O.O.O.O
energy above the lowest of the compared OMol25 structures with the same formula, charge and spin	0.0000	eV
HOMO level	-0.3380	Eh
Kohn-Sham gap	9.541	eV



Computed, not measured: a 2-piece molecular cluster, C6H15N3S overall at a distorted geometry, with ωB97M-V/def2-TZVPD.

Positions of all 25 atoms, in Å:
C1 0.741 -0.906 0.464
C2 2.449 3.504 -0.361
C3 -1.885 -1.861 -1.282
C4 -2.929 -0.167 0.450
C5 1.730 2.794 0.477
C6 -1.823 -1.134 0.153
N1 0.966 -2.119 0.999
N2 -0.525 -0.395 0.394
N3 1.545 -0.092 -0.208
S1 3.115 -0.572 -0.538
H1 3.401 3.107 -0.683
H2 2.161 4.435 -0.674
H3 3.741 0.562 -0.731
H4 -0.994 -2.334 -1.701
H5 -2.789 -2.451 -1.188
H6 -2.046 -1.153 -2.100
H7 -3.832 -0.542 0.796
H8 -3.140 0.425 -0.414
H9 -2.564 0.498 1.343
H10 2.167 1.855 0.808
H11 0.754 3.131 0.966
H12 -1.790 -1.881 0.912
H13 0.259 -2.791 1.124
H14 1.892 -2.507 1.050
H15 -0.603 0.594 -0.054

Summary:
SMILES	CC(C)N/C(N)=N/S.C=C
energy above the lowest of the compared OMol25 structures with the same formula, charge and spin	0.0000	eV
HOMO level	-0.2668	Eh
Kohn-Sham gap	8.016	eV



Computed, not measured: the molecule CH2ClNS at a distorted geometry, with ωB97M-V/def2-TZVPD.

Positions of all 6 atoms, in Å:
C1 -1.795 -0.113 -0.003
N1 -0.282 -0.015 -0.314
S1 -2.516 -1.537 -0.093
Cl1 -2.610 1.440 0.068
H1 0.159 -0.849 -0.601
H2 0.348 0.458 0.374

Summary:
SMILES	NC(=S)Cl
energy above the lowest of the compared OMol25 structures with the same formula, charge and spin	0.5569	eV
HOMO level	-0.3387	Eh
Kohn-Sham gap	8.878	eV



Computed, not measured: C41H37B4NO28S as an isolated structure at a distorted geometry, with ωB97M-V/def2-TZVPD.

Positions of all 112 atoms, in Å:
C1 3.314 -7.804 -1.001
C2 3.932 -6.901 -1.745
C3 3.515 -6.496 -3.142
B1 2.730 -5.149 -2.954
O1 3.205 -4.046 -2.246
B2 2.259 -3.580 -1.359
S1 2.792 -2.722 0.214
O2 0.900 -3.739 -1.561
B3 0.650 -4.897 -2.314
B4 -0.428 -6.139 -1.913
O3 -0.043 -7.430 -2.333
N1 -1.649 -5.975 -1.157
C4 -2.262 -7.283 -0.855
C5 -2.625 -5.124 -1.867
O4 1.440 -5.037 -3.464
H1 2.905 -8.725 -1.408
H2 3.237 -7.695 0.076
H3 4.814 -6.399 -1.337
H4 4.405 -6.404 -3.774
H5 2.850 -7.278 -3.509
H6 2.874 -3.759 1.071
H7 0.460 -7.878 -1.635
H8 -2.568 -7.819 -1.757
H9 -3.179 -7.108 -0.284
H10 -1.555 -7.858 -0.265
H11 -2.152 -4.303 -2.409
H12 -3.244 -5.720 -2.542
H13 -3.271 -4.665 -1.112
C6 6.923 -3.825 -0.552
C7 7.229 -2.686 0.081
C8 7.977 -2.684 1.382
O5 8.243 -1.617 1.900
C9 8.346 -3.969 1.965
C10 8.036 -5.107 1.332
C11 7.312 -5.106 0.020
O6 7.073 -6.174 -0.515
O7 8.349 -6.304 1.825
O8 6.893 -1.493 -0.399
H14 6.384 -3.838 -1.490
H15 8.870 -3.957 2.910
H16 8.016 -6.954 1.176
H17 7.231 -0.841 0.246
C12 -6.600 -8.262 0.122
C13 -7.302 -9.183 0.793
C14 -7.645 -10.511 0.185
O9 -8.270 -11.313 0.852
C15 -7.214 -10.773 -1.183
C16 -6.515 -9.850 -1.854
C17 -6.150 -8.533 -1.236
O10 -5.497 -7.743 -1.892
O11 -6.101 -10.042 -3.105
O12 -7.737 -8.982 2.034
H18 -6.346 -7.303 0.551
H19 -7.481 -11.726 -1.617
H20 -5.620 -9.229 -3.355
H21 -8.212 -9.799 2.286
C18 0.367 1.855 -0.844
C19 -0.285 2.294 -1.926
C20 0.053 1.812 -3.304
O13 -0.591 2.236 -4.246
C21 1.145 0.856 -3.450
C22 1.801 0.419 -2.370
C23 1.443 0.882 -0.990
O14 2.069 0.424 -0.054
O15 2.809 -0.452 -2.447
O16 -1.278 3.186 -1.848
H22 0.125 2.198 0.156
H23 1.392 0.528 -4.450
H24 3.108 -0.596 -1.526
H25 -1.577 3.329 -2.767
C24 -2.992 4.479 4.088
C25 -1.804 4.266 3.516
C26 -1.665 3.430 2.281
O17 -0.557 3.289 1.795
C27 -2.864 2.823 1.721
C28 -4.054 3.034 2.296
C29 -4.197 3.892 3.517
O18 -5.307 4.063 3.983
O19 -5.178 2.501 1.823
O20 -0.673 4.784 4.004
H26 -3.105 5.082 4.977
H27 -2.748 2.209 0.838
H28 -5.890 2.810 2.417
H29 0.039 4.481 3.407
C30 -3.762 10.497 2.972
C31 -2.434 10.598 2.830
C32 -1.563 9.385 2.704
O21 -0.367 9.544 2.561
C33 -2.195 8.073 2.763
C34 -3.521 7.974 2.908
C35 -4.397 9.187 3.011
O22 -5.598 9.028 3.124
O23 -4.144 6.797 2.972
O24 -1.812 11.772 2.787
H30 -4.401 11.364 3.062
H31 -1.554 7.206 2.688
H32 -5.094 7.003 3.078
H33 -0.863 11.571 2.666
C36 1.710 12.033 -0.874
C37 2.891 12.089 -1.501
C38 4.018 11.164 -1.145
O25 5.061 11.255 -1.766
C39 3.807 10.205 -0.071
C40 2.626 10.148 0.560
C41 1.493 11.057 0.186
O26 0.443 10.938 0.789
O27 2.387 9.290 1.547
O28 3.141 12.963 -2.473
H34 0.890 12.693 -1.123
H35 4.631 9.555 0.187
H36 1.460 9.442 1.835
H37 4.061 12.792 -2.754

Summary:
HOMO level	-0.3390	Eh
Kohn-Sham gap	7.576	eV



Computed, not measured: CH3I3Si as an isolated structure at a distorted geometry, with ωB97M-V/def2-TZVPD.

Positions of all 8 atoms, in Å:
C1 -1.085 0.007 0.125
Si1 1.157 -0.046 0.017
I1 -1.698 -1.686 -1.039
I2 -1.871 -0.045 2.175
I3 -1.738 1.779 -1.010
H1 1.797 0.046 -1.346
H2 1.733 1.258 0.341
H3 1.706 -1.313 0.737

Summary:
energy above the lowest of the compared OMol25 structures with the same formula, charge and spin	5.4060	eV
HOMO level	-0.3415	Eh
Kohn-Sham gap	8.019	eV



Computed, not measured: the molecule C9H8N2O2 at a distorted geometry, with ωB97M-V/def2-TZVPD.

Positions of all 21 atoms, in Å:
C1 -1.997 2.123 -2.280
C2 -0.590 1.253 -0.793
C3 -1.935 0.695 -0.704
C4 0.688 1.010 -0.414
C5 0.207 -1.005 2.439
C6 0.795 0.094 0.721
C7 -2.349 -0.459 -0.121
C8 1.746 -0.886 1.007
C9 2.900 -1.326 0.168
N1 -2.756 1.343 -1.619
N2 1.369 -1.565 2.116
O1 -0.734 2.262 -1.818
O2 -0.215 -0.103 1.628
H1 -2.370 2.764 -3.108
H2 1.563 1.580 -0.606
H3 -0.590 -1.369 3.126
H4 -3.282 -0.900 -0.250
H5 -1.851 -1.157 0.563
H6 2.777 -0.865 -0.794
H7 2.776 -2.412 0.092
H8 3.848 -1.076 0.647

Summary:
SMILES	C=c1nco/c1=C/c1ocnc1C
energy above the lowest of the compared OMol25 structures with the same formula, charge and spin	3.6176	eV
HOMO level (alpha / beta)	-0.2930 / -0.2930	Eh
Kohn-Sham gap (alpha / beta)	7.633 / 7.633	eV



Computed, not measured: C32H33Cl2N2O5TeTi as an isolated structure, with ωB97M-V/def2-TZVPD.

Positions of all 76 atoms, in Å:
Ti1 0.813 -0.554 0.062
N1 2.560 -1.187 -1.141
H1 2.925 -0.459 -1.747
H2 2.312 -1.983 -1.719
H3 3.322 -1.473 -0.532
Cl1 -1.865 -0.259 -0.513
C1 -2.326 0.347 1.103
Cl2 -0.904 0.977 1.938
H4 -2.721 -0.488 1.668
H5 -3.050 1.143 0.963
C2 -0.609 10.295 -0.112
C3 -0.516 8.846 -0.484
C4 -1.450 8.263 -1.339
C5 -1.401 6.922 -1.683
C6 -2.437 6.368 -2.624
C7 -0.356 6.154 -1.141
Te1 -0.249 4.116 -1.595
N2 1.006 1.236 -0.558
C8 2.034 1.279 0.239
O1 2.128 0.249 1.121
C9 3.133 2.252 0.224
C10 3.898 2.458 1.370
C11 4.938 3.373 1.336
C12 5.235 4.046 0.158
C13 4.489 3.818 -0.994
C14 3.427 2.930 -0.958
C15 -2.145 3.574 -0.882
C16 -2.979 2.902 -1.774
C17 -4.305 2.680 -1.440
C18 -4.783 3.131 -0.217
C19 -3.933 3.766 0.679
C20 -2.591 3.996 0.378
C21 -1.718 4.676 1.394
C22 0.615 6.705 -0.294
C23 1.725 5.910 0.336
C24 0.508 8.052 0.019
H6 -1.292 10.833 -0.767
H7 0.368 10.773 -0.159
H8 -0.974 10.398 0.912
H9 -2.231 8.881 -1.767
H10 -2.889 7.171 -3.203
H11 -3.236 5.861 -2.081
H12 -2.009 5.661 -3.339
H13 3.673 1.908 2.274
H14 5.529 3.550 2.225
H15 6.062 4.743 0.132
H16 4.742 4.327 -1.914
H17 2.841 2.727 -1.847
H18 -2.609 2.579 -2.740
H19 -4.963 2.178 -2.137
H20 -5.823 2.984 0.044
H21 -4.313 4.092 1.640
H22 -2.089 4.483 2.400
H23 -1.708 5.757 1.242
H24 -0.687 4.321 1.354
H25 1.931 4.965 -0.176
H26 1.489 5.672 1.376
H27 2.651 6.483 0.336
H28 1.249 8.496 0.674
O2 0.329 -2.393 -0.670
C25 0.036 -2.798 0.518
O3 0.101 -1.866 1.417
C26 -0.320 -4.155 0.817
C27 -0.594 -4.506 2.142
C28 -0.935 -5.809 2.481
C29 -0.987 -6.720 1.448
O4 -1.287 -8.023 1.523
C30 -1.214 -8.550 0.187
O5 -0.842 -7.467 -0.669
C31 -0.715 -6.373 0.121
C32 -0.380 -5.102 -0.234
H29 -0.528 -3.748 2.909
H30 -1.147 -6.102 3.499
H31 -2.194 -8.928 -0.101
H32 -0.453 -9.328 0.151
H33 -0.172 -4.827 -1.257

Summary:
spin multiplicity	2
energy above the lowest of the compared OMol25 structures with the same formula, charge and spin	0.7970	eV
net charge	+2
HOMO level (alpha / beta)	-0.4643 / -0.4643	Eh
Kohn-Sham gap (alpha / beta)	6.733 / 4.602	eV